Density functional theory data (ωB97M-V/def2-TZVPD) for a molecular structure, C24H44CaF4N2O29S4.

Its multiplicity is 1. The net charge is 0. Its total energy is -160606.9516 eV. The calculation puts the LUMO energy at -1.2 eV. Its HOMO energy is -7.71 eV.

Element x y z (Å)
Ca  1.937  -1.279  1.251
S  -0.334  1.114  0.580
S  -1.506  -0.762  -0.114
S  -0.613  7.519  0.028
S  0.625  6.041  -1.317
F  0.608  5.424  -2.799
F  -2.114  8.175  0.077
F  0.866  1.359  1.637
F  -1.540  -2.357  0.188
O  0.945  -0.731  5.604
O  0.220  8.681  0.153
O  1.337  -5.590  2.428
O  1.281  -0.866  3.376
O  1.873  6.763  -1.367
O  -1.513  -0.672  -1.541
O  -4.339  -2.331  5.498
O  1.449  -3.369  2.068
O  0.576  4.842  -0.532
O  -1.887  4.847  -5.119
O  -2.676  -0.393  0.618
O  3.612  1.692  -1.673
O  -2.754  2.887  -4.477
O  -0.795  6.636  1.161
O  -0.512  0.107  4.192
O  -4.112  3.845  -1.247
O  -0.066  -4.589  1.077
O  2.258  -2.682  -0.568
O  -0.712  2.916  -5.241
O  3.405  -0.299  -2.545
O  -2.716  -3.354  6.689
O  1.987  -4.210  -2.219
O  -5.766  5.057  -1.909
O  0.147  1.883  -0.525
O  -2.292  -2.179  4.796
O  3.624  -4.406  -0.788
O  -1.382  1.727  1.366
O  -3.703  5.856  -2.184
O  2.649  0.150  -0.445
N  -0.837  6.928  -1.407
N  -0.106  -0.555  0.531
C  0.824  -3.462  -2.668
C  -6.329  6.280  -2.314
C  3.803  -5.749  -1.226
C  -0.850  1.574  -4.903
C  -0.728  -5.822  0.808
C  3.496  -0.598  -4.859
C  -1.166  0.703  5.328
C  0.961  -4.467  1.858
C  -4.447  4.971  -1.839
C  -2.267  1.546  -4.250
C  -1.767  3.687  -4.925
C  3.950  0.332  -3.755
C  0.214  1.081  -3.949
C  -3.093  -2.697  5.774
C  2.577  -3.680  -1.155
C  3.351  2.804  -0.810
C  2.242  -5.594  3.517
C  0.596  -0.579  4.336
C  3.699  -5.607  3.044
C  -2.740  3.592  -1.005
C  3.137  0.494  -1.506
C  -4.483  -1.744  4.194
C  2.259  -1.091  5.928
C  -3.050  -1.864  3.643
H  -1.274  -0.085  6.071
H  0.481  1.651  -3.055
H  4.371  -5.645  3.896
H  -3.006  -2.652  2.891
H  1.163  1.241  -4.477
H  -0.591  1.536  5.721
H  -2.163  1.000  5.017
H  -2.972  0.889  -4.754
H  0.439  -4.003  -3.526
H  -2.759  2.872  -0.189
H  -1.032  -6.415  1.668
H  -2.093  4.385  -0.629
H  -1.683  -5.615  0.324
H  2.855  -6.288  -1.220
H  2.046  -4.717  4.136
H  -2.656  -0.928  3.254
H  0.102  -3.398  -1.855
H  -4.800  -0.707  4.250
H  -5.825  7.152  -1.900
H  2.136  -6.479  4.140
H  4.533  -6.232  -0.585
H  3.696  3.661  -1.383
H  2.286  2.932  -0.614
H  -0.911  0.842  -5.712
H  3.533  1.327  -3.881
H  -2.259  1.339  -3.181
H  2.744  -1.342  -4.586
H  -0.004  0.057  -3.650
H  3.241  -0.196  -5.836
H  4.141  -5.729  -2.262
H  2.471  -2.098  5.561
H  2.458  -1.110  6.999
H  -5.140  -2.339  3.565
H  4.254  -1.370  -5.055
H  3.067  -0.435  5.589
H  -7.410  6.369  -2.237
H  1.011  -2.433  -2.976
H  4.007  -4.861  2.305
H  -6.161  6.320  -3.399
H  -0.074  -6.276  0.061
H  3.912  2.750  0.122
H  5.028  0.406  -3.641
H  3.821  -6.463  2.369
H  -2.296  3.153  -1.897